79
Properties=species:S:1:pos:R:3:mulliken_spin:R:1 method="wB97M-V/def2-TZVPD" e_above_lowest_kcal_mol=19.4 s2=3.966 spin_multiplicity=4 total_charge=+2 e_lumo_ev="-7.69 / -7.16" homo_lumo_gap_ev="5.73 / 6.86"
N -4.33045 -1.14653 -4.85346 0.113
C -3.46237 -2.14415 -4.78065 -0.045
C -2.31084 -2.05379 -4.00008 0.120
C -2.11373 -0.88705 -3.21345 0.002
C -3.04624 0.17949 -3.36533 0.106
C -4.13596 -0.00517 -4.21771 -0.045
C -1.11239 -0.85709 -2.16401 0.286
Co 0.24223 -0.06410 -0.27460 2.232
P 0.36861 -0.04176 1.86749 0.000
C -1.45993 -0.29719 -0.86866 -0.248
C -2.27161 -1.11044 0.08063 0.287
C -3.15165 -0.41135 0.93400 -0.013
C -3.84828 -1.11843 1.90388 0.017
C -3.52981 -2.48291 2.08912 -0.030
C -2.86221 -3.22658 1.09987 0.010
C -2.18542 -2.51228 0.09765 -0.013
Br -4.17417 -3.33799 3.60125 -0.007
H -0.19306 -1.44073 -2.28594 -0.016
H -1.71471 0.76046 -0.84933 0.048
H -1.59008 -2.86682 -3.95934 0.005
H -2.90993 1.14118 -2.86762 0.012
H -3.66694 -3.05895 -5.33258 0.000
H -4.87643 0.78114 -4.36145 0.000
H -3.25780 0.67236 0.80894 -0.007
H -1.50439 -3.01647 -0.61225 -0.003
H -4.60709 -0.63669 2.51650 0.000
H -2.83872 -4.31810 1.15606 0.000
P 1.20560 1.74071 -1.03085 0.012
C -0.12393 -1.46521 3.01540 0.017
C -0.36956 -1.13573 4.49900 0.002
H 0.67406 -2.23200 2.95414 -0.001
H -1.04070 -1.86033 2.55259 0.001
H -0.71988 -1.99912 5.07776 0.001
H 0.54805 -0.81354 5.01023 0.000
H -1.14280 -0.37158 4.61143 0.001
C -0.49483 1.35159 2.76288 0.019
C 0.09089 1.84705 4.09862 0.004
H -1.54534 1.03044 2.90407 0.003
H -0.53032 2.18891 2.05423 -0.015
H -0.40558 2.76919 4.43068 0.000
H -0.03861 1.15343 4.93754 0.000
H 1.15685 2.06772 4.00699 0.000
C 2.16694 0.01081 2.16739 0.004
C 2.66683 -0.12598 3.59633 0.002
H 2.57277 0.91730 1.69834 0.002
H 2.54893 -0.83626 1.57490 -0.002
H 3.74185 0.05650 3.65494 -0.001
H 2.21519 0.59361 4.27291 0.000
H 2.49289 -1.12372 3.99694 0.000
C 3.02501 1.85489 -0.63078 0.013
C 3.95824 2.46229 -1.67658 0.005
H 3.36011 0.83508 -0.38265 -0.002
H 3.09003 2.41458 0.31463 0.000
H 4.13912 1.77368 -2.51220 0.000
H 3.57271 3.40997 -2.06656 0.000
H 4.93133 2.65969 -1.20838 0.000
C 0.45753 3.27706 -0.24653 0.013
C -1.00349 3.60423 -0.55686 -0.001
H 1.10132 4.12386 -0.52671 0.002
H 0.58783 3.17002 0.83921 0.007
H -1.14336 3.85522 -1.61378 -0.001
H -1.69048 2.78565 -0.30094 0.001
H -1.31474 4.48607 0.02213 0.000
C 1.12430 2.17386 -2.82356 0.024
C 1.55061 1.18361 -3.89785 0.036
H 1.71977 3.09231 -2.90337 0.005
H 0.07844 2.47080 -2.97146 -0.007
H 0.69179 0.97182 -4.53592 0.000
H 2.29970 1.63845 -4.55456 -0.001
H 1.94992 0.23870 -3.52307 -0.017
N 2.46243 -3.37798 -0.12738 0.004
C 3.41303 -2.73209 -0.89734 0.000
C 2.87864 -1.52712 -1.25233 0.021
N 1.60043 -1.44161 -0.69115 0.003
C 1.38753 -2.58139 -0.02125 0.058
H 2.53149 -4.29316 0.30457 -0.001
H 4.37721 -3.15889 -1.09304 0.001
H 3.28520 -0.77312 -1.91059 0.001
H 0.45237 -2.86035 0.44890 -0.025


64
Properties=species:S:1:pos:R:3:nbo_charge:R:1 method="wB97M-V/def2-TZVPD" s2=6.014 spin_multiplicity=5 total_charge=-2 e_lumo_ev="4.59 / 4.61" homo_lumo_gap_ev="1.72 / 5.42"
Os -0.58540 -0.34900 -0.06930 0.494
Cl -1.12097 -2.58045 0.61077 -0.642
C -0.06515 1.48642 -0.72657 -0.249
C 1.28077 1.93711 -0.68145 -0.278
C 1.61325 3.26793 -0.91296 -0.244
C 0.63240 4.20320 -1.24629 -0.106
C -0.69435 3.77623 -1.33634 -0.247
C -1.03873 2.45025 -1.09608 -0.188
H 2.08723 1.24442 -0.44913 0.199
H 2.65356 3.59213 -0.83512 0.182
H -1.47029 4.49976 -1.59504 0.175
H -2.07555 2.13582 -1.17462 0.206
C 1.02011 5.62987 -1.47192 -0.621
H 0.20253 6.18195 -1.94291 0.194
H 1.91212 5.68862 -2.10593 0.198
H 1.26431 6.11208 -0.51696 0.195
C 3.10200 -2.21404 0.24187 -0.221
N 2.10322 -1.62086 -0.48984 -0.407
H 3.58854 -1.98619 2.38003 0.217
N 1.93309 -0.88887 1.54753 -0.411
H 3.80788 -2.89456 -0.19820 0.213
C 1.76450 -2.01372 -1.86809 0.117
C 3.03535 -2.03861 -2.70356 -0.823
C 1.17118 -3.42031 -1.84446 -0.647
H 3.70233 -2.85490 -2.40732 0.201
H 2.75297 -2.19729 -3.75276 0.201
H 3.57580 -1.08845 -2.63815 0.216
H 0.47978 -1.31400 -3.41879 0.211
H 1.17366 0.00239 -2.44849 0.242
H 0.28123 -3.44921 -1.20517 0.263
C 0.76971 -1.01200 -2.40843 -0.584
H 1.90026 -4.14964 -1.47147 0.199
H 0.88062 -3.69737 -2.86445 0.193
H -0.22337 -1.05534 -1.84415 0.228
C 2.98975 -1.76269 1.51241 -0.247
C 0.49886 -1.43783 3.44675 -0.638
H 1.11491 -2.30714 3.71080 0.200
H 0.04199 -1.03070 4.35788 0.190
C 1.34786 -0.35290 2.78850 0.119
H 0.09591 1.26061 3.38605 0.200
C 2.45384 0.02735 3.76072 -0.811
H 3.16373 0.73083 3.31151 0.214
H -0.29666 -1.77019 2.76786 0.262
H -0.38461 0.60288 1.80920 0.224
H 2.99466 -0.85080 4.13363 0.201
H 1.98756 0.51936 4.62689 0.202
C 0.50670 0.86032 2.44870 -0.586
H 1.10054 1.63858 1.95842 0.233
C 1.38456 -0.76496 0.29524 0.205
C -3.66677 -0.42320 1.39515 -0.625
C -3.73513 -0.42159 -0.13339 -0.103
C -4.24459 -1.77049 -0.64750 -0.617
C -4.75041 0.65379 -0.53537 -0.603
C -2.35116 -0.15339 -0.75895 -0.605
H -4.66675 -0.66907 1.78239 0.171
H -3.38255 0.57015 1.76636 0.199
H -2.95766 -1.17510 1.75269 0.236
H -5.23819 -1.95524 -0.21320 0.161
H -4.33824 -1.75528 -1.73972 0.191
H -3.57378 -2.57941 -0.34960 0.240
H -4.43783 1.63721 -0.17279 0.201
H -4.88105 0.69102 -1.62083 0.192
H -5.71943 0.41185 -0.07891 0.174
H -2.47065 0.19268 -1.81713 0.144


12
Properties=species:S:1:pos:R:3:nbo_charge:R:1 method="wB97M-V/def2-TZVPD" e_above_lowest_kcal_mol=183.0 e_lumo_ev=0.60 homo_lumo_gap_ev=8.84
C 0.21715 2.29148 0.03203 0.925
C -0.19729 -0.40804 0.37976 0.103
C -0.80493 -1.71590 0.82109 -0.728
N 0.68445 1.96290 -1.04484 -0.884
O -0.09408 2.59011 1.10411 -0.470
O 1.26398 -0.53084 0.25271 -0.252
O 0.47612 -0.77944 -0.96698 -0.332
H -0.58211 -1.82905 1.93198 0.238
H -0.36061 -2.55181 0.19189 0.206
H -1.88231 -1.60548 0.50952 0.228
H 0.40250 0.10136 -1.31152 0.530
H 0.87714 2.47471 -1.89974 0.437


47
Properties=species:S:1:pos:R:3:nbo_charge:R:1 method="wB97M-V/def2-TZVPD" e_above_lowest_kcal_mol=4.8 total_charge=+2 e_lumo_ev=-6.05 homo_lumo_gap_ev=5.84
Hf -0.11919 -1.29258 -0.90058 1.880
N -0.33356 0.83568 -1.90676 -0.877
C -0.43486 1.67227 -0.67258 -0.164
C -0.58040 3.16342 -0.96522 -0.412
C -0.17208 4.16586 0.12055 -0.409
C -1.14237 4.42995 1.27488 -0.222
N -0.81032 3.67006 2.49426 -0.568
C -1.69031 3.32541 3.44366 0.685
N -1.26854 3.19952 4.70561 -0.759
N -2.95973 3.09266 3.14252 -0.757
C -1.58763 1.05987 0.13769 0.804
O -2.37559 1.72232 0.76403 -0.622
O -1.60491 -0.25148 0.07659 -0.819
H 0.45857 1.12903 -2.47059 0.419
H -1.17616 0.95748 -2.46478 0.420
H 0.48522 1.48365 -0.09784 0.221
H -1.61484 3.35234 -1.26589 0.234
H 0.03431 3.37752 -1.84257 0.229
H -0.04893 5.11897 -0.39561 0.249
H 0.82243 3.93163 0.51449 0.208
H -2.15993 4.20371 0.97357 0.231
H -1.10819 5.48906 1.53634 0.220
H 0.12817 3.82593 2.83174 0.404
H -0.40960 3.62802 5.00655 0.422
H -1.88606 2.86623 5.42664 0.427
H -3.18222 2.79371 2.20207 0.455
H -3.61318 2.84548 3.86722 0.423
S -3.55138 -7.57429 -1.85508 0.105
C -2.68638 -6.22089 -1.69667 -0.584
S -1.46372 -5.98412 -0.45834 0.478
C -0.92268 -4.41873 -0.99440 -0.398
C -1.52429 -3.90760 -2.08454 -0.391
S -1.18137 -2.33651 -2.82417 -0.179
S -2.76604 -4.87980 -2.82337 0.493
S 0.35283 -3.61541 -0.06650 -0.275
O 0.65650 -1.08888 2.82548 -0.384
C 0.64505 -1.04679 1.71048 0.554
N 5.61654 -3.65845 -2.04112 -0.724
C 4.35760 -3.36416 -1.75492 0.679
N 3.44001 -4.31500 -1.64754 -0.755
N 4.08449 -2.05532 -1.58374 -0.594
C 2.95570 -1.53379 -1.44102 0.728
N 1.95797 -0.90565 -1.34187 -0.806
H 5.93044 -4.60214 -2.19236 0.426
H 6.27420 -2.90432 -2.15173 0.440
H 3.67745 -5.28541 -1.77701 0.427
H 2.49701 -4.09842 -1.33756 0.438


5
Properties=species:S:1:pos:R:3:nbo_charge:R:1 method="wB97M-V/def2-TZVPD" e_above_lowest_kcal_mol=44.3 e_lumo_ev=-1.51 homo_lumo_gap_ev=7.41 smiles=N1OSS1
N 0.60052 -0.50546 0.31857 -0.459
O 0.62902 0.94986 0.29310 -0.494
S -0.92194 1.25348 -0.48275 0.334
S -1.07149 -0.76166 0.52366 0.270
H 0.76389 -0.93623 -0.65259 0.349


92
Properties=species:S:1:pos:R:3:mulliken_charge:R:1 method="wB97M-V/def2-TZVPD" total_charge=+1 e_lumo_ev="-4.31 / -4.34" homo_lumo_gap_ev="5.66 / 5.69"
W -0.55416 0.82799 0.94545 -0.673
C -3.21900 1.84956 -3.09162 -1.223
Si -3.04111 1.22326 -1.33048 0.325
C -3.72755 2.54798 -0.18007 -0.620
C -3.74728 -0.51090 -1.06167 -0.997
N -1.31182 1.04285 -0.84945 0.793
P -0.08636 0.17613 -1.64324 2.232
C 0.56970 -0.98338 -0.55066 -1.568
P 1.84805 -0.60478 0.54539 1.847
N 1.39212 0.72550 1.45689 0.249
Si 2.06590 1.60615 2.86959 0.092
C 0.76021 1.29614 4.22041 -1.001
C 3.69042 0.95352 3.54220 -1.182
C 2.22777 3.37129 2.24475 -0.862
C 1.81384 -2.08239 1.61591 0.557
C 2.62148 -3.18559 1.35665 -0.701
C 2.43621 -4.36388 2.06536 -0.789
C 1.44503 -4.44846 3.03021 -0.530
C 0.62645 -3.35726 3.28652 -0.965
C 0.80954 -2.18478 2.57477 -0.519
C 3.59594 -0.43311 0.08352 0.292
C 3.94401 0.04288 -1.17519 -0.441
C 5.27739 0.20048 -1.51924 -0.562
C 6.27194 -0.13414 -0.61295 -0.702
C 5.93066 -0.64605 0.63215 -0.933
C 4.59918 -0.79411 0.98361 -0.734
C 0.99530 1.46448 -2.33184 0.651
C 1.23228 2.61980 -1.58715 -0.616
C 2.19605 3.52519 -2.00016 -0.739
C 2.91787 3.28684 -3.16150 -0.736
C 2.68275 2.14271 -3.91051 -0.675
C 1.73150 1.22482 -3.49232 -0.272
C -0.80280 -0.73132 -3.03027 0.612
C -1.11897 -2.07351 -2.82313 -0.637
C -1.65029 -2.82294 -3.86028 -0.790
C -1.85526 -2.24117 -5.10389 -0.608
C -1.53547 -0.90693 -5.31375 -0.952
C -1.01441 -0.14768 -4.27844 -0.536
H -4.17249 2.37385 -3.18416 0.464
H -3.21155 1.04521 -3.82477 0.319
H -2.42599 2.55670 -3.34426 0.301
H -4.46715 3.15666 -0.70352 0.594
H -2.94081 3.21842 0.15827 -0.025
H -4.22834 2.12145 0.69190 0.153
H -4.75258 -0.48685 -0.63599 0.458
H -3.10497 -1.07048 -0.38240 0.209
H -3.80241 -1.06308 -2.00156 0.327
H -0.08750 0.72118 3.84842 0.180
H 0.38725 2.24479 4.60332 0.360
H 1.17803 0.74092 5.06178 0.586
H 3.61245 -0.08709 3.86183 0.270
H 3.95143 1.55071 4.41965 0.498
H 4.50709 1.04103 2.82628 0.325
H 1.32086 3.68830 1.73221 0.141
H 3.07322 3.47472 1.56174 0.333
H 2.37525 4.05794 3.08089 0.375
H 3.38191 -3.13097 0.58870 0.528
H 3.06664 -5.21921 1.86110 0.442
H 1.30355 -5.37139 3.57742 0.414
H -0.15127 -3.42669 4.03610 0.458
H 0.16259 -1.33639 2.75191 0.075
H 3.16936 0.27425 -1.88957 0.327
H 5.53864 0.57611 -2.50036 0.493
H 7.31337 -0.00590 -0.87713 0.422
H 6.70780 -0.94135 1.32538 0.438
H 4.34312 -1.19957 1.95216 0.812
H 0.65161 2.81033 -0.69130 0.375
H 2.38260 4.42364 -1.42605 0.510
H 3.66315 4.00066 -3.48727 0.422
H 3.24849 1.96323 -4.81550 0.449
H 1.57434 0.31029 -4.05015 0.499
H -0.92716 -2.51215 -1.85242 0.365
H -1.89449 -3.86565 -3.70481 0.447
H -2.25952 -2.83140 -5.91603 0.431
H -1.69173 -0.46320 -6.28856 0.436
H -0.77275 0.89482 -4.44016 0.680
O -1.53777 4.63241 1.36359 -0.647
S -1.50518 3.87687 2.57990 0.833
O -0.48133 4.18456 3.52954 -0.618
N -1.47982 2.21915 2.15865 0.162
C -2.52871 1.59628 2.74122 0.496
S -2.50517 -0.07549 2.30644 -0.336
C -3.43920 2.41553 3.46956 0.303
C -4.59469 2.04466 4.15583 -0.547
C -5.31156 3.02793 4.81084 -0.643
C -4.89420 4.35740 4.79494 -0.537
C -3.74783 4.73879 4.10253 -0.901
C -3.05127 3.75998 3.44014 0.511
H -4.90691 1.00823 4.16362 0.523
H -6.21371 2.76381 5.34578 0.433
H -5.46578 5.10329 5.32966 0.443
H -3.41300 5.76760 4.08404 0.543